This record from OMol25 describes a structure of composition C16H17Cl3MnN3O4 in a non-equilibrium geometry. The level of theory is ωB97M-V/def2-TZVPD.

XYZ file:
```
44
Properties=species:S:1:pos:R:3:forces:R:3
Mn -0.859764 -1.308785 -0.121925 -0.852 1.291 0.381
Cl -0.631434 2.438585 -0.766415 1.720 -0.364 -0.841
O 0.690776 2.448785 -1.361075 -0.486 0.718 -1.095
O -0.759204 1.001955 -0.406685 -1.626 -0.576 -0.004
O -0.542924 3.179325 0.439705 -1.065 0.508 0.526
O -1.689704 2.927645 -1.669565 1.575 -1.222 1.518
N 0.379846 -1.393365 -1.888495 1.571 -0.904 -2.313
C 0.135466 -2.337595 -2.895915 2.078 2.132 -0.104
C 0.971206 -2.404375 -4.047355 -0.665 -0.203 0.913
C 2.149056 -1.646235 -4.150235 -1.034 -0.174 0.389
C 2.476736 -0.857765 -3.081935 -1.272 1.064 0.968
C 1.542236 -0.657705 -2.031355 -0.157 -1.652 -0.359
H -0.732944 -2.968405 -2.776195 -0.062 0.056 -0.064
H 0.684306 -3.071215 -4.846995 -0.062 -0.061 -0.008
H 2.775036 -1.555955 -5.025675 -0.117 -0.633 -0.204
H 3.356196 -0.233445 -3.138395 0.041 0.038 0.292
H 1.831936 0.035045 -1.255095 -0.585 0.174 0.134
N -2.116494 -1.208055 1.542085 -1.471 1.344 -0.236
C -3.054484 -0.145935 1.721135 -0.246 1.052 1.973
C -3.830204 0.108715 2.893655 1.669 -1.312 -2.161
C -3.821094 -0.841205 3.950175 0.132 0.969 0.204
C -2.907444 -1.865985 3.823835 0.991 -1.477 -3.060
C -2.203584 -2.088445 2.582435 -0.345 -0.427 2.843
H -2.940114 0.685785 1.041755 -0.139 -0.108 -0.352
H -4.340024 1.059355 2.946365 -0.209 -0.087 -0.075
H -4.348304 -0.726415 4.885735 -0.196 0.229 -0.114
H -2.850414 -2.648385 4.566125 0.202 -0.037 0.077
H -1.580564 -2.965265 2.485325 0.128 -0.216 0.184
N 0.936856 -1.377975 1.000645 1.236 0.639 1.376
C 1.120356 -0.462315 1.969175 -0.391 0.346 1.172
C 2.180776 -0.475235 2.867005 1.096 0.676 -0.209
C 3.279276 -1.317825 2.694485 -1.069 -0.383 -0.392
C 3.141826 -2.220495 1.660695 -0.135 0.833 -0.155
C 1.965646 -2.194335 0.905455 1.888 -1.674 -1.042
H 0.390876 0.324435 2.092795 -0.351 -0.097 -0.225
H 2.320886 0.330915 3.571905 -0.597 0.072 0.152
H 4.183956 -1.290435 3.283735 -0.095 0.240 0.164
H 4.005416 -2.772755 1.320665 -0.287 -0.523 0.020
H 2.042436 -2.883495 0.077465 -0.817 -0.159 -0.320
C -0.710034 6.135385 -2.902555 0.323 -0.357 -0.100
Cl 0.273896 6.608055 -4.292595 0.140 -0.219 -0.443
Cl -1.421694 7.610775 -2.233435 -0.122 -0.430 0.337
H -1.464854 5.408635 -3.202845 -0.104 0.444 -0.063
H -0.029734 5.616005 -2.227625 -0.235 0.470 0.319
```
Forces are in eV/Å.

Its spin multiplicity is 7. For the maximum force, the calculation gives 3.539 eV/A. For the LUMO energy (alpha / beta), the calculation gives -0.7 / -1.0 eV. The calculation puts the gap between HOMO and LUMO (alpha / beta) at 3.587 / 7.373 eV. The expectation value of S² is 12.031.



This record from OMol25 describes a cluster of 10 separate species, H18NO12 in total in a non-equilibrium geometry. The level of theory is ωB97M-V/def2-TZVPD.

XYZ file:
```
31
Properties=species:S:1:pos:R:3:forces:R:3
N -0.084972 0.039710 -0.362493 -0.146 0.408 0.041
O 0.110688 1.225992 -0.040839 -0.164 0.031 -0.456
O -0.064329 -0.827934 0.492536 0.033 -0.609 0.774
O -0.301519 -0.289232 -1.540835 0.199 0.427 -0.633
O -2.720779 -1.616653 -1.169933 0.754 -0.870 -1.812
H -3.032642 -1.104511 -0.473801 -1.254 1.053 2.297
H -2.010080 -1.042402 -1.491708 0.153 -0.542 -0.403
O 1.187508 -2.400925 2.343301 1.088 1.083 0.531
H 0.745523 -3.221521 2.219425 -0.884 -0.646 -0.280
H 0.605395 -1.673362 2.077864 0.122 -0.527 -0.008
O -2.042998 -0.120048 -3.830361 2.234 0.264 1.232
H -2.444432 0.550079 -3.280679 -0.947 0.384 -0.049
H -1.178381 -0.119256 -3.300841 -1.253 -0.514 -1.402
O 2.270248 2.087603 -1.470772 2.539 0.470 -0.128
H 1.631147 1.629206 -0.963629 -1.425 -0.548 0.762
H 1.854613 2.549155 -2.174169 -0.811 0.326 -0.753
O -1.973647 -2.488930 1.624753 -0.647 -0.635 0.848
H -1.394108 -1.845567 1.233683 0.440 0.468 -0.501
H -1.998212 -3.206105 0.989714 -0.037 0.017 -0.290
O -0.172879 1.649795 2.718458 1.356 -0.273 0.585
H -1.080209 1.749482 2.516832 -1.407 0.144 -0.337
H 0.235183 1.339381 1.894947 0.038 0.185 0.125
O 0.822209 -3.025230 -1.474065 2.232 -0.733 0.278
H 1.749599 -2.844718 -1.160514 -1.374 -0.461 -0.436
H 0.407854 -2.196304 -1.289120 -0.862 0.968 0.115
O -0.016547 4.019458 0.423485 -0.084 0.176 -0.252
H -0.108864 3.084785 0.188543 0.080 0.136 0.147
H 0.562449 4.375325 -0.258861 -0.001 -0.089 0.098
O 2.524761 1.190723 1.665284 -1.001 -1.219 0.435
H 3.181159 1.816294 1.402269 0.803 0.410 0.197
H 2.736263 0.715709 2.491525 0.227 0.716 -0.727
```
Forces are in eV/Å.

For the maximum force, the calculation gives 2.821 eV/A. For the LUMO energy, the calculation gives 3.0 eV. The relative energy (zero: lowest compared OMol25 entry of this formula, charge and spin) is 41.5 kcal per mole. The calculation puts the gap between HOMO and LUMO at 10.433 eV. Its net charge is -1.



This record from OMol25 describes a cluster of 2 separate species, C3H7BrNS in total in a non-equilibrium geometry. The level of theory is ωB97M-V/def2-TZVPD.

XYZ file:
```
13
Properties=species:S:1:pos:R:3:forces:R:3
C 0.806681 0.224065 -0.849714 2.115 2.288 4.063
C 1.074257 -1.064992 -0.197645 -2.801 -1.094 -0.368
C -1.295214 -0.043799 0.422094 0.238 -1.815 3.027
N -0.212467 0.937212 0.107433 0.255 0.137 0.631
S -0.745482 -1.697777 0.033086 1.283 0.974 -0.167
Br -3.093194 0.408719 -0.002441 0.916 0.046 -0.012
H 1.704205 0.870845 -0.869578 -0.468 -0.185 -0.198
H 0.279926 0.278412 -1.689007 -1.615 -0.560 -4.000
H 1.634842 -1.794949 -0.734371 0.140 -0.414 -0.822
H 1.563383 -0.934357 0.721172 0.431 0.147 1.534
H -1.229036 -0.125060 2.468506 -0.123 0.381 -2.177
H 0.255185 1.300639 1.018694 -1.211 -0.480 -2.019
H -0.743082 1.641041 -0.428229 0.839 0.574 0.507
```
Forces are in eV/Å.

For the maximum force, the calculation gives 5.121 eV/A. For the LUMO energy (alpha / beta), the calculation gives -5.1 / -4.8 eV. The relative energy (zero: lowest compared OMol25 entry of this formula, charge and spin) is 89.2 kcal per mole. The calculation puts the gap between HOMO and LUMO (alpha / beta) at 8.382 / 8.049 eV. Its net charge is +1.



Q: The lowest maximum force belongs to which entry?
A: H18NO12



Q: Among the records above, which one has the highest maximum force?
A: C3H7BrNS